Entry 1:
ORCA calculation (ωB97M-V/def2-TZVPD) on C23H30BN4O6ReS3 as an isolated structure.

ORCA input file:
```
! RIJCOSX wB97M-V def2-TZVPD def2/J DEFGRID3
* xyz 1 2
Re -0.774 0.913 0.726
N -1.901 0.966 -1.155
C -1.658 2.257 -1.842
C -1.145 3.268 -0.832
O -1.331 4.439 -0.865
O -0.373 2.651 0.108
H -1.683 0.193 -1.776
H -2.887 0.869 -0.903
H -2.550 2.633 -2.338
H -0.872 2.122 -2.586
C -0.688 0.548 4.094
S 0.360 1.265 2.814
C 1.852 0.271 2.970
H -0.247 0.774 5.062
H -0.771 -0.528 3.953
H -1.670 1.010 4.014
H 1.647 -0.777 2.759
H 2.235 0.385 3.983
H 2.574 0.666 2.260
C 6.401 -2.548 -3.483
C 5.847 -2.848 -2.084
C 7.000 -2.861 -1.071
C 5.209 -4.238 -2.114
C 4.844 -1.768 -1.673
C 5.222 -0.421 -1.735
C 4.383 0.621 -1.358
C 3.133 0.268 -0.903
O 2.100 1.078 -0.464
B 1.070 0.209 -0.104
O 1.446 -1.115 -0.347
C 2.747 -1.051 -0.832
C 3.568 -2.091 -1.205
H 7.070 -3.352 -3.796
H 6.973 -1.621 -3.509
H 5.597 -2.470 -4.216
H 7.732 -3.624 -1.343
H 6.634 -3.081 -0.066
H 7.511 -1.898 -1.042
H 5.944 -4.966 -2.461
H 4.356 -4.278 -2.794
H 4.880 -4.558 -1.123
H 6.212 -0.170 -2.089
H 4.694 1.655 -1.419
H 3.218 -3.111 -1.141
N -8.439 4.014 -0.190
C -7.377 3.307 0.283
C -6.064 3.709 -0.008
C -4.992 2.977 0.451
C -5.211 1.826 1.203
C -6.508 1.421 1.515
C -7.578 2.150 1.056
S -3.889 0.882 1.784
O -2.672 1.733 1.656
O -4.114 0.405 3.117
N -3.801 -0.342 0.750
C -2.825 -1.222 0.877
S -3.145 -2.908 0.849
C -1.471 -3.259 1.120
C -0.752 -2.138 1.222
N -1.486 -0.954 1.047
H -8.295 4.923 -0.592
H -9.361 3.821 0.157
H -5.895 4.612 -0.580
H -3.984 3.324 0.259
H -6.668 0.539 2.122
H -8.587 1.839 1.298
H -1.111 -4.272 1.182
H 0.313 -2.072 1.348
*
```

Calculated values
<S²>	0.755
HOMO-LUMO gap (spin up / spin down)	5.9714 / 6.3050	eV
ΔE to the lowest compared entry with this formula, charge and spin	10.4	kJ/mol
calculated total energy	-77893.0140	eV
maximum force	0.77	eV/Å
HOMO energy (spin up / spin down)	-10.8 / -10.7	eV



Entry 2:
ORCA calculation (ωB97M-V/def2-TZVPD) on C23H30BrCaF4N2O2P as an isolated structure.

ORCA input file:
```
! RIJCOSX wB97M-V def2-TZVPD def2/J DEFGRID3
* xyz 0 1
Ca 0.354 0.308 -0.219
C -1.705 0.840 -2.911
N -0.277 0.716 -2.624
C 0.425 1.938 -3.027
C 0.271 -0.470 -3.302
C 1.743 -0.717 -3.011
N 1.954 -0.714 -1.575
C 3.172 -1.000 -1.080
C 3.355 -0.929 0.319
F 2.260 -0.540 1.067
C 4.529 -1.191 0.977
F 4.556 -1.079 2.316
C 5.665 -1.566 0.288
C 5.535 -1.651 -1.087
F 6.604 -2.010 -1.818
C 4.358 -1.386 -1.753
F 4.366 -1.505 -3.102
H -1.891 0.984 -3.984
H -2.121 1.689 -2.368
H -2.228 -0.063 -2.591
H 0.422 2.068 -4.118
H 1.457 1.905 -2.678
H -0.055 2.800 -2.566
H 0.128 -0.393 -4.391
H -0.306 -1.334 -2.953
H 2.354 0.037 -3.523
H 1.988 -1.676 -3.481
H 6.596 -1.777 0.790
Br -4.550 5.328 3.070
C -2.797 5.220 2.344
C -2.012 6.360 2.301
C -0.731 6.275 1.772
C -0.249 5.066 1.294
C -1.051 3.934 1.344
C -2.335 4.006 1.873
C -0.540 2.620 0.834
O -1.295 1.604 0.902
O 0.625 2.567 0.348
H -2.394 7.299 2.677
H -0.110 7.160 1.737
H 0.747 4.982 0.881
H -2.943 3.114 1.908
C -4.027 -3.093 0.662
C -3.082 -2.062 0.048
P -1.373 -1.992 0.728
C -1.686 -1.800 2.533
C -0.442 -1.369 3.314
C -0.784 -3.728 0.560
C 0.740 -3.844 0.661
H -5.000 -3.049 0.171
H -4.183 -2.906 1.725
H -3.639 -4.105 0.547
H -3.484 -1.052 0.161
H -2.978 -2.240 -1.027
H -2.094 -2.729 2.937
H -2.456 -1.029 2.622
H 0.359 -2.103 3.232
H -0.677 -1.249 4.372
H -0.068 -0.411 2.949
H -1.111 -4.066 -0.428
H -1.275 -4.363 1.301
H 1.229 -3.211 -0.083
H 1.058 -4.873 0.492
H 1.100 -3.544 1.645
*
```

Calculated values
HOMO-LUMO gap	7.6251	eV
ΔE to the lowest compared entry with this formula, charge and spin	0.0	kJ/mol
calculated total energy	-140056.7693	eV
maximum force	0.21	eV/Å
HOMO energy	-7.2	eV



Entry 3:
ORCA calculation (ωB97M-V/def2-TZVPD) on one molecule with the formula C23H30ClN7O in a non-equilibrium geometry.

ORCA input file:
```
! RIJCOSX wB97M-V def2-TZVPD def2/J DEFGRID3
* xyz 0 1
C 0.580 0.895 -4.027
C 0.531 -0.597 -3.940
N 1.635 -1.212 -4.297
C 1.647 -2.531 -4.284
N 2.615 -3.381 -4.579
C 2.047 -4.577 -4.409
N 0.785 -4.564 -4.022
N 0.507 -3.263 -3.931
C -0.639 -2.668 -3.546
C -1.782 -3.560 -3.203
C -0.639 -1.286 -3.523
C -1.834 -0.537 -3.001
C -1.645 -0.143 -1.522
C -1.309 -1.376 -0.699
O -2.163 -2.088 -0.204
N 0.007 -1.658 -0.645
C 0.537 -2.777 0.096
C 1.371 -2.332 1.297
C 0.569 -1.445 2.256
N 0.425 -0.101 1.715
C -0.853 0.537 1.976
C -0.953 1.065 3.415
N 0.119 1.998 3.700
C -0.028 3.351 3.469
C 0.943 4.254 3.929
C 0.788 5.614 3.767
C -0.336 6.140 3.152
C -1.301 5.255 2.707
Cl -2.723 5.866 1.927
C -1.164 3.887 2.850
C 1.403 1.355 3.505
C 1.509 0.798 2.071
H 0.393 1.361 -3.062
H 1.564 1.187 -4.380
H -0.171 1.257 -4.728
H 2.575 -5.494 -4.573
H -2.128 -3.380 -2.188
H -2.616 -3.386 -3.882
H -1.460 -4.594 -3.295
H -1.999 0.368 -3.587
H -2.723 -1.161 -3.080
H -2.579 0.279 -1.150
H -0.854 0.598 -1.417
H 0.675 -0.974 -0.964
H 1.150 -3.394 -0.573
H -0.323 -3.364 0.428
H 2.250 -1.787 0.946
H 1.714 -3.222 1.826
H 1.061 -1.448 3.239
H -0.425 -1.881 2.380
H -1.656 -0.170 1.768
H -0.943 1.378 1.280
H -1.918 1.533 3.603
H -0.847 0.227 4.113
H 1.817 3.889 4.445
H 1.552 6.282 4.135
H -0.462 7.203 3.026
H -1.946 3.254 2.465
H 2.217 2.055 3.674
H 1.492 0.541 4.233
H 2.460 0.278 1.946
H 1.481 1.641 1.372
*
```

Calculated values
HOMO-LUMO gap	8.0660	eV
ΔE to the lowest compared entry with this formula, charge and spin	29.4	kJ/mol
SMILES	Cc1nc2ncnn2c(C)c1CCC(=O)NCCCN1CCN(c2cccc(Cl)c2)CC1
calculated total energy	-49339.4571	eV
maximum force	1.40	eV/Å
HOMO energy	-7.6	eV



Entry 4:
ORCA calculation (ωB97M-V/def2-TZVPD) on C23H30KN3O3S2Sb2 as an isolated structure.

ORCA input file:
```
! RIJCOSX wB97M-V def2-TZVPD def2/J DEFGRID3
* xyz 0 1
K -0.474 0.864 1.098
C 2.399 -0.071 -3.116
Sb 0.452 0.345 -2.352
C -0.353 1.475 -3.977
C -0.406 -1.573 -2.894
C -1.855 -1.516 -3.270
C -2.168 -1.265 -4.610
C -3.472 -1.220 -5.068
C -4.509 -1.451 -4.178
C -4.219 -1.707 -2.851
C -2.909 -1.729 -2.365
C -2.697 -1.987 -0.909
Sb -3.406 -0.454 0.466
C -5.515 -0.734 0.203
C -3.197 1.195 -0.899
H 2.330 -0.402 -4.153
H 2.829 -0.858 -2.498
H 3.043 0.805 -3.060
H -0.134 1.018 -4.941
H 0.085 2.472 -3.946
H -1.432 1.559 -3.860
H -0.204 -2.259 -2.073
H 0.176 -1.928 -3.745
H -1.354 -1.118 -5.309
H -3.675 -1.022 -6.112
H -5.537 -1.442 -4.517
H -5.035 -1.906 -2.165
H -1.652 -2.171 -0.670
H -3.247 -2.876 -0.591
H -5.859 -0.322 -0.744
H -6.056 -0.252 1.015
H -5.740 -1.801 0.233
H -3.806 0.999 -1.781
H -2.162 1.321 -1.220
H -3.517 2.121 -0.423
O 2.746 -1.942 0.025
S 3.072 -0.878 0.940
O 4.047 0.079 0.467
N 1.745 -0.142 1.468
C 1.537 -0.308 2.787
O 0.574 0.146 3.417
C 2.622 -1.125 3.438
C 2.745 -1.486 4.768
C 3.845 -2.251 5.137
C 4.795 -2.645 4.197
C 4.669 -2.282 2.861
C 3.570 -1.522 2.519
H 2.000 -1.180 5.490
H 3.968 -2.552 6.169
H 5.639 -3.242 4.515
H 5.399 -2.584 2.122
C 0.539 3.511 4.212
N 1.372 3.322 3.044
C 2.688 2.878 3.070
C 3.100 2.757 1.797
N 2.023 3.103 1.006
C 0.959 3.464 1.766
S -0.564 3.946 1.200
H 1.100 4.049 4.974
H 0.230 2.537 4.594
H -0.336 4.085 3.919
H 3.194 2.682 3.998
H 4.018 2.387 1.381
H 1.984 3.086 0.002
*
```

Calculated values
HOMO-LUMO gap	8.2991	eV
ΔE to the lowest compared entry with this formula, charge and spin	53.5	kJ/mol
calculated total energy	-86022.2143	eV
maximum force	0.69	eV/Å
HOMO energy	-7.9	eV



Entry 5:
ORCA calculation (ωB97M-V/def2-TZVPD) on C23H30KN3O3S2Sb2 as an isolated structure.

ORCA input file:
```
! RIJCOSX wB97M-V def2-TZVPD def2/J DEFGRID3
* xyz 0 1
K -0.682 -1.857 -1.178
C -0.996 -0.422 4.093
Sb -0.167 -0.596 2.119
C 1.260 -2.110 2.629
C 1.199 1.058 2.369
C 0.533 2.394 2.472
C 0.354 2.968 3.732
C -0.230 4.213 3.894
C -0.636 4.925 2.775
C -0.472 4.366 1.519
C 0.086 3.100 1.343
C 0.152 2.512 -0.029
Sb -1.742 1.674 -0.708
C -2.542 3.528 -1.445
C -2.892 1.690 1.098
H -0.201 -0.408 4.839
H -1.660 -1.262 4.296
H -1.571 0.501 4.169
H 1.912 -1.747 3.423
H 1.858 -2.378 1.760
H 0.738 -3.001 2.977
H 1.881 0.995 1.521
H 1.760 0.846 3.280
H 0.698 2.423 4.604
H -0.351 4.630 4.885
H -1.073 5.910 2.878
H -0.782 4.925 0.642
H 0.889 1.720 -0.131
H 0.370 3.282 -0.772
H -2.593 4.258 -0.638
H -3.547 3.367 -1.834
H -1.915 3.920 -2.246
H -2.345 2.212 1.884
H -3.116 0.673 1.412
H -3.822 2.222 0.900
O 3.098 -4.805 -0.616
S 3.110 -3.684 -1.514
O 3.183 -3.953 -2.926
N 1.881 -2.665 -1.192
C 2.309 -1.464 -0.792
O 1.554 -0.508 -0.520
C 3.803 -1.368 -0.681
C 4.564 -0.291 -0.264
C 5.945 -0.444 -0.230
C 6.540 -1.645 -0.606
C 5.770 -2.725 -1.026
C 4.402 -2.553 -1.052
H 4.087 0.637 0.024
H 6.569 0.379 0.094
H 7.617 -1.739 -0.569
H 6.224 -3.663 -1.319
C -4.765 -3.959 -3.667
N -4.114 -2.672 -3.815
C -3.830 -2.025 -5.008
C -3.215 -0.868 -4.702
N -3.122 -0.826 -3.323
C -3.683 -1.931 -2.765
S -3.804 -2.309 -1.131
H -5.045 -4.322 -4.653
H -5.650 -3.857 -3.043
H -4.089 -4.667 -3.190
H -4.087 -2.453 -5.960
H -2.832 -0.088 -5.333
H -2.774 -0.061 -2.757
*
```

Calculated values
HOMO-LUMO gap	8.1435	eV
ΔE to the lowest compared entry with this formula, charge and spin	42.8	kJ/mol
calculated total energy	-86022.3258	eV
maximum force	0.14	eV/Å
HOMO energy	-8.1	eV



Entry 6:
ORCA calculation (ωB97M-V/def2-TZVPD) on C23H30LiN5O2S as an isolated structure.

ORCA input file:
```
! RIJCOSX wB97M-V def2-TZVPD def2/J DEFGRID3
* xyz 0 1
Li 1.855 0.164 1.092
C -3.678 -1.051 -0.291
C -3.672 -2.495 0.215
C -3.953 -3.418 -0.978
C -4.791 -2.647 1.254
C -2.336 -2.877 0.853
C -2.154 -4.186 1.335
C -0.971 -4.599 1.914
C 0.068 -3.681 2.022
S 1.665 -3.869 2.667
C 2.014 -2.193 2.267
N 1.014 -1.564 1.721
C -0.090 -2.375 1.561
C -1.294 -1.977 0.979
C 3.333 -1.588 2.524
C 4.357 -2.399 3.028
C 5.608 -1.862 3.255
C 5.819 -0.515 2.980
C 4.786 0.266 2.479
C 3.491 -0.215 2.221
H -4.642 -0.837 -0.756
H -2.898 -0.887 -1.037
H -3.535 -0.341 0.526
H -4.900 -3.146 -1.449
H -4.020 -4.462 -0.673
H -3.161 -3.335 -1.724
H -5.755 -2.381 0.814
H -4.611 -1.996 2.111
H -4.859 -3.672 1.620
H -2.961 -4.903 1.252
H -0.857 -5.614 2.271
H -1.376 -0.958 0.628
H 4.187 -3.452 3.233
H 6.410 -2.481 3.638
H 6.798 -0.080 3.156
H 5.010 1.315 2.288
N 1.493 2.287 0.742
C 1.095 2.394 -0.661
C 1.992 3.328 -1.487
C 1.925 3.227 -3.009
C 0.556 3.441 -3.685
N -0.359 4.337 -2.996
C -1.490 3.933 -2.355
N -2.280 4.968 -1.904
N -1.753 2.683 -2.173
C 1.126 0.983 -1.241
O 0.225 0.678 -2.149
O 1.960 0.183 -0.874
H 1.250 3.125 1.253
H 2.500 2.158 0.833
H 0.065 2.745 -0.683
H 3.023 3.110 -1.194
H 1.787 4.354 -1.168
H 2.297 2.246 -3.318
H 2.634 3.955 -3.410
H 0.034 2.496 -3.808
H 0.721 3.836 -4.689
H -0.148 5.319 -2.991
H -2.249 5.838 -2.408
H -3.195 4.715 -1.572
H -0.444 1.427 -2.294
H -2.666 2.542 -1.755
*
```

Calculated values
HOMO-LUMO gap	6.9329	eV
ΔE to the lowest compared entry with this formula, charge and spin	40.8	kJ/mol
calculated total energy	-46926.2682	eV
maximum force	0.72	eV/Å
HOMO energy	-6.9	eV



Entry 7:
ORCA calculation (ωB97M-V/def2-TZVPD) on C23H30MgN2O2SSi2 as an isolated structure.

ORCA input file:
```
! RIJCOSX wB97M-V def2-TZVPD def2/J DEFGRID3
* xyz -2 1
Mg -0.149 0.186 -0.212
O -1.619 1.197 -3.811
C -1.761 1.096 -2.590
O -1.107 0.308 -1.829
C -2.868 1.877 -1.916
C -4.138 1.802 -2.481
C -5.220 2.478 -1.937
C -5.005 3.266 -0.810
C -3.742 3.346 -0.242
C -2.635 2.642 -0.753
S -1.073 2.731 0.062
H -4.267 1.202 -3.376
H -6.204 2.396 -2.383
H -5.829 3.815 -0.365
H -3.580 3.949 0.644
C 2.159 2.364 2.071
Si 1.742 0.610 1.445
C 3.470 -0.214 1.282
C 1.093 -0.277 3.058
C 1.886 -0.173 4.216
C 1.552 -0.787 5.414
C 0.381 -1.538 5.484
C -0.415 -1.656 4.354
C -0.095 -1.048 3.125
Si -1.296 -1.371 1.606
C -2.979 -0.900 2.379
C -1.382 -3.290 1.674
H 2.600 2.373 3.075
H 1.246 2.968 2.085
H 2.860 2.857 1.384
H 4.142 0.017 2.122
H 3.963 0.092 0.350
H 3.343 -1.302 1.238
H 2.803 0.410 4.176
H 2.194 -0.683 6.284
H 0.094 -2.027 6.410
H -1.324 -2.249 4.430
H -3.149 -1.409 3.336
H -3.805 -1.156 1.703
H -3.028 0.181 2.550
H -1.816 -3.645 2.618
H -0.378 -3.720 1.578
H -1.990 -3.689 0.852
N 1.919 -0.223 -2.197
C 2.132 0.808 -2.677
N 2.360 1.994 -3.231
C 3.200 2.118 -4.412
C 2.389 2.649 -5.590
C 1.683 3.951 -5.205
C 0.796 3.727 -3.980
C 1.614 3.192 -2.815
H 3.641 1.148 -4.630
H 4.017 2.818 -4.188
H 1.639 1.900 -5.860
H 3.051 2.794 -6.450
H 1.093 4.323 -6.046
H 2.441 4.713 -4.979
H 0.014 3.000 -4.204
H 0.301 4.650 -3.672
H 0.982 2.948 -1.961
H 2.348 3.941 -2.491
*
```

Calculated values
HOMO-LUMO gap	4.9870	eV
ΔE to the lowest compared entry with this formula, charge and spin	33.5	kJ/mol
calculated total energy	-63451.9733	eV
maximum force	0.98	eV/Å
HOMO energy	-0.5	eV